{
  "formula": "C39H37AsBeF5NOS2",
  "method": "ωB97M-V/def2-TZVPD",
  "homo_lumo_gap_ev": 8.071,
  "total_energy_ha": -5184.6774,
  "total_charge": 0,
  "lumo_ha": 0.0106,
  "elements": ["Be", "C", "C", "C", "C", "C", "C", "C", "C", "S", "C", "N", "C", "C", "C", "C", "C", "C", "C", "C", "H", "H", "H", "H", "H", "H", "H", "H", "H", "H", "H", "H", "H", "H", "H", "H", "O", "As", "C", "C", "C", "C", "C", "C", "C", "C", "C", "C", "C", "C", "C", "C", "C", "C", "C", "C", "H", "H", "H", "H", "H", "H", "H", "H", "H", "H", "H", "H", "H", "H", "H", "C", "S", "C", "H", "H", "H", "H", "H", "H", "F", "C", "F", "C", "F", "F", "F"],
  "positions_angstrom": [[0.396379, 0.222734, -0.144980], [1.323339, -4.686765, 2.466836], [1.703107, -4.034466, 3.795454], [3.201029, -4.256652, 4.035503], [0.894134, -4.715940, 4.906098], [1.413015, -2.534982, 3.811389], [1.658562, -1.807144, 4.993906], [1.398388, -0.459841, 5.104965], [0.888284, 0.204389, 3.993178], [0.481497, 1.880499, 3.764723], [0.059054, 1.530180, 2.121175], [0.176279, 0.283417, 1.777459], [0.655657, -0.493248, 2.809501], [0.909248, -1.862384, 2.714581], [-0.266584, 2.500490, 1.078567], [-0.670062, 3.806492, 1.338046], [-0.958301, 4.632560, 0.264879], [-0.846489, 4.134675, -1.027589], [-0.438152, 2.823833, -1.253860], [-0.113290, 1.956168, -0.205122], [1.540592, -5.755021, 2.512615], [1.889346, -4.267405, 1.636244], [0.262018, -4.570547, 2.246684], [3.437174, -5.321224, 3.991943], [3.511679, -3.885792, 5.011557], [3.792957, -3.743675, 3.275375], [1.088308, -5.789552, 4.911072], [-0.173977, -4.562164, 4.752421], [1.151367, -4.326449, 5.889881], [2.062085, -2.322416, 5.855476], [1.595213, 0.063316, 6.030400], [0.691658, -2.351089, 1.776845], [-0.775974, 4.169681, 2.353783], [-1.282380, 5.651560, 0.431643], [-1.087203, 4.778015, -1.866170], [-0.372892, 2.465612, -2.275719], [1.973197, -0.209201, 0.014558], [3.552411, 0.129731, -0.334270], [4.094794, 1.458433, 0.937159], [5.116036, 1.250072, 1.853189], [5.381881, 2.217047, 2.813311], [4.625522, 3.377173, 2.859457], [3.595851, 3.577065, 1.950853], [3.325744, 2.618117, 0.988588], [3.719494, 0.766531, -2.130485], [4.672349, 0.266119, -3.009505], [4.717311, 0.742065, -4.312131], [3.813943, 1.706807, -4.728262], [2.856071, 2.193361, -3.851524], [2.802403, 1.723041, -2.550085], [4.589385, -1.446180, -0.072446], [3.919328, -2.607947, 0.281661], [4.645413, -3.767788, 0.515535], [6.025053, -3.759638, 0.391064], [6.691918, -2.596036, 0.031210], [5.975307, -1.432019, -0.200135], [5.695139, 0.335481, 1.839344], [6.173461, 2.055336, 3.532131], [4.831037, 4.125455, 3.613537], [2.992038, 4.473961, 1.995982], [2.499111, 2.765822, 0.301364], [5.363723, -0.506544, -2.696901], [5.450039, 0.349272, -5.003270], [3.847918, 2.072385, -5.745759], [2.134983, 2.928221, -4.182554], [2.021879, 2.071164, -1.885625], [2.839026, -2.598764, 0.359198], [4.129332, -4.677348, 0.792264], [6.587139, -4.665516, 0.573719], [7.768349, -2.594968, -0.067114], [6.499628, -0.522039, -0.470493], [-3.196266, -3.234443, 0.866051], [-2.297673, -1.749263, 1.333468], [-3.445916, -0.500335, 0.739970], [-4.131904, -3.334951, 1.414780], [-2.561044, -4.087488, 1.096967], [-3.396404, -3.238897, -0.205042], [-3.672948, -0.661357, -0.313191], [-2.947495, 0.463633, 0.832970], [-4.362635, -0.488216, 1.329654], [0.267935, -0.035513, -2.657619], [-0.238112, -0.722701, -1.535453], [-1.607083, -0.716708, -1.727385], [0.204728, -2.168139, -1.800133], [1.545305, -2.234137, -2.013573], [-0.059365, -2.984651, -0.756641], [-0.376318, -2.726121, -2.873746]],
  "forces_ev_per_a": [[0.2253, 0.3657, 0.3712], [0.0063, 0.0266, 0.0340], [-0.0261, 0.0035, 0.0091], [0.0223, -0.0111, -0.0205], [0.0186, -0.0116, 0.0061], [-0.0407, 0.0232, -0.0294], [-0.0072, -0.0653, 0.0012], [-0.0042, 0.0755, 0.0175], [-0.0089, -0.0737, -0.0562], [0.0032, -0.0466, -0.0003], [0.0171, 0.0334, 0.0413], [-0.0775, -0.0730, -0.2807], [0.0099, -0.1627, 0.0209], [0.0739, 0.0251, 0.1448], [-0.0225, 0.0368, 0.1212], [0.0033, 0.0014, -0.0596], [-0.0088, 0.0480, 0.0745], [0.0075, -0.0172, -0.1111], [0.0557, -0.0112, 0.0769], [-0.0367, 0.0294, -0.3052], [0.0026, -0.0201, 0.0035], [0.0101, 0.0300, -0.0764], [-0.0441, 0.0268, -0.0136], [0.0036, -0.0548, 0.0104], [0.0143, 0.0291, 0.0416], [0.0111, 0.0128, 0.0002], [0.0170, -0.0427, -0.0116], [-0.0491, 0.0093, -0.0096], [0.0068, 0.0065, 0.0467], [0.0041, -0.0003, 0.0229], [-0.0003, 0.0217, 0.0301], [-0.0193, -0.0455, -0.0550], [-0.0024, 0.0080, 0.0498], [-0.0016, 0.0110, 0.0027], [-0.0011, 0.0009, -0.0061], [-0.0147, -0.0053, -0.0464], [0.0121, -0.2206, -0.0931], [-0.1195, 0.1586, -0.0145], [-0.0046, 0.0343, -0.0613], [0.0494, -0.0324, 0.0108], [0.0068, -0.0359, 0.0029], [0.0062, 0.0272, 0.0293], [-0.0430, 0.0093, -0.0276], [-0.0211, 0.0489, -0.0396], [0.0384, -0.0144, 0.0160], [0.0430, -0.0366, 0.0302], [0.0264, -0.0421, 0.0627], [-0.0112, 0.0381, -0.0357], [-0.0316, 0.0165, 0.0227], [-0.0290, 0.0150, -0.0137], [0.0442, 0.0540, -0.0026], [-0.0668, -0.0746, -0.0172], [-0.0634, 0.0295, -0.0287], [0.0534, -0.0178, -0.0092], [-0.0081, 0.0345, -0.0096], [0.0491, -0.0235, 0.0293], [-0.0058, -0.0096, -0.0131], [0.0219, -0.0036, 0.0135], [0.0070, 0.0068, 0.0081], [-0.0087, 0.0019, -0.0035], [0.0123, 0.0008, 0.0232], [-0.0084, 0.0074, 0.0052], [0.0253, -0.0137, -0.0105], [-0.0032, 0.0022, -0.0213], [-0.0115, 0.0131, -0.0076], [-0.0125, 0.0081, 0.0257], [0.0035, 0.0342, 0.0136], [-0.0046, -0.0152, -0.0016], [0.0159, -0.0192, 0.0012], [0.0389, 0.0025, -0.0013], [-0.0101, 0.0001, -0.0020], [-0.0341, -0.0082, -0.0718], [-0.0300, -0.0255, 0.1746], [-0.0422, 0.0228, -0.0265], [-0.0198, 0.0227, 0.0163], [0.0255, -0.0161, 0.0279], [0.0050, 0.0161, -0.0339], [0.0184, -0.0088, 0.0207], [0.0236, 0.0237, 0.0097], [0.0035, -0.0111, -0.0083], [-0.0185, -0.0354, 0.0128], [-0.0294, -0.1403, 0.0097], [-0.0177, -0.0867, -0.0061], [0.2338, -0.1957, -0.1074], [-0.2881, 0.0511, 0.1036], [0.0629, 0.1834, -0.0137], [-0.0313, 0.0405, -0.0334]]
}

{
  "formula": "C39H37AsN4OSSc",
  "method": "ωB97M-V/def2-TZVPD",
  "homo_lumo_gap_ev": 7.478,
  "total_energy_ha": -5197.1970,
  "total_charge": 1,
  "lumo_ha": -0.0899,
  "elements": ["Sc", "O", "C", "N", "C", "C", "C", "C", "C", "C", "N", "C", "C", "C", "C", "C", "N", "H", "H", "H", "H", "H", "H", "H", "H", "H", "H", "S", "C", "C", "C", "C", "C", "C", "As", "C", "C", "C", "C", "C", "C", "C", "C", "C", "C", "C", "C", "H", "H", "H", "H", "H", "H", "H", "H", "H", "H", "H", "H", "H", "H", "C", "N", "C", "C", "C", "C", "C", "C", "C", "C", "H", "H", "H", "H", "H", "H", "H", "H", "H", "H", "H", "H", "H"],
  "positions_angstrom": [[-1.278254, -0.682605, 0.457453], [-4.287226, -1.906342, 3.077691], [-3.246808, -1.679153, 2.477713], [-2.982697, -0.620665, 1.676049], [-4.175231, 0.095724, 1.258356], [-4.352039, -0.017362, -0.235564], [-5.478305, 0.520833, -0.848793], [-5.638200, 0.387769, -2.213902], [-4.663410, -0.293250, -2.932233], [-3.578552, -0.798728, -2.249892], [-3.406888, -0.663150, -0.928987], [-2.148277, -2.717682, 2.526148], [-2.122313, -3.617150, 3.576325], [-1.208610, -4.656917, 3.544075], [-0.358291, -4.758754, 2.453211], [-0.450882, -3.820529, 1.443882], [-1.323669, -2.806150, 1.464252], [-4.160788, 1.151235, 1.552252], [-5.041339, -0.354236, 1.749504], [-6.220811, 1.025209, -0.243952], [-6.507744, 0.798427, -2.709341], [-4.743385, -0.423790, -4.001924], [-2.806199, -1.338253, -2.784094], [-2.831991, -3.486771, 4.380082], [-1.169547, -5.383019, 4.344941], [0.382401, -5.542233, 2.385777], [0.192276, -3.882621, 0.575089], [0.328811, -0.210252, 2.449312], [1.500065, -1.533201, 2.378001], [1.791952, -2.275948, 3.518489], [2.737593, -3.288418, 3.461606], [3.414188, -3.561695, 2.280343], [3.133575, -2.822431, 1.140386], [2.186501, -1.806568, 1.183569], [1.577082, -0.780304, -0.340784], [2.728514, -1.391694, -1.815184], [2.320336, -2.539907, -2.494948], [3.014159, -2.998250, -3.603493], [4.119504, -2.296949, -4.062781], [4.537188, -1.155498, -3.394347], [3.847708, -0.705780, -2.277327], [2.497283, 0.919329, -0.029856], [3.258822, 1.162245, 1.105959], [3.905733, 2.379814, 1.267894], [3.814938, 3.358150, 0.287478], [3.064898, 3.117967, -0.857057], [2.403017, 1.908664, -1.010219], [1.271800, -2.053514, 4.441290], [2.944962, -3.870505, 4.351262], [4.167974, -4.337624, 2.253000], [3.659443, -3.021221, 0.213212], [1.449783, -3.087307, -2.144926], [2.697913, -3.899901, -4.111752], [4.647110, -2.632416, -4.945908], [5.410009, -0.617168, -3.740035], [4.200508, 0.177416, -1.763592], [3.337996, 0.400236, 1.870888], [4.492226, 2.560499, 2.159705], [4.340890, 4.297398, 0.403076], [3.009283, 3.866670, -1.638599], [1.813717, 1.716967, -1.901747], [-0.316794, 3.109404, 1.828353], [-1.220227, 3.982784, 1.045870], [-0.467406, 5.076727, 0.387268], [-2.079639, 3.180548, 0.076628], [-1.376566, 2.485863, -1.081574], [-1.190359, 3.267133, -2.228106], [-0.647644, 2.729823, -3.379660], [-0.356095, 1.374446, -3.402233], [-0.588668, 0.603724, -2.276068], [-1.063121, 1.108820, -1.046179], [0.322175, 3.707593, 2.474628], [0.302038, 2.545814, 1.144139], [-0.902169, 2.423783, 2.431439], [-1.862338, 4.412373, 1.710217], [0.208937, 4.651097, -0.346322], [0.116094, 5.608623, 1.135395], [-1.154483, 5.768950, -0.095402], [-2.797943, 3.892407, -0.331046], [-2.606709, 2.446799, 0.686654], [-1.511192, 4.304019, -2.233576], [-0.495276, 3.349613, -4.253283], [0.041242, 0.921783, -4.302895], [-0.372562, -0.460766, -2.371283]],
  "forces_ev_per_a": [[-0.2804, 0.2392, 0.0777], [0.1121, 0.0509, 0.0029], [0.1126, -0.0438, 0.1314], [-0.0683, 0.0888, -0.2064], [0.1803, -0.1712, 0.0287], [-0.0005, -0.0243, -0.0618], [-0.0203, 0.0071, -0.0621], [0.0723, 0.0018, 0.0863], [-0.0526, 0.0091, -0.0404], [0.0635, -0.0751, -0.0744], [0.1755, 0.0385, 0.1928], [-0.1500, -0.1036, -0.0788], [0.0602, -0.0087, -0.0387], [0.0433, 0.0775, -0.1037], [-0.0089, -0.0551, 0.0480], [0.0111, 0.0538, -0.2067], [-0.0901, 0.0520, 0.1433], [0.0219, -0.0072, 0.0038], [-0.0711, 0.1182, 0.0199], [-0.0019, 0.0018, 0.0019], [0.0001, -0.0037, -0.0124], [0.0126, -0.0454, 0.0105], [0.0402, 0.0412, 0.0148], [-0.0278, -0.0264, -0.0226], [0.0315, 0.0193, 0.0199], [-0.0299, -0.0338, -0.0406], [0.0585, 0.0138, 0.0304], [-0.4461, 0.1471, -0.1714], [0.1229, 0.1679, -0.1954], [0.0455, 0.0071, -0.0538], [-0.0159, -0.0146, 0.0787], [0.0285, -0.0552, 0.0172], [0.0137, 0.1175, -0.1327], [-0.0615, -0.1295, 0.1793], [0.9221, -0.0346, 0.1238], [-0.4319, -0.2141, -0.0732], [-0.0571, 0.0184, 0.1308], [0.0398, -0.0602, -0.0368], [-0.0094, 0.0546, -0.0162], [0.0084, -0.1085, -0.0328], [0.0521, 0.0347, 0.2024], [-0.2556, 0.2218, -0.1046], [-0.1261, -0.1272, 0.0379], [0.0548, 0.0520, 0.0075], [-0.0118, -0.0102, -0.0209], [-0.0073, 0.0606, -0.0032], [-0.2209, -0.1674, 0.0396], [-0.0114, -0.0154, 0.0011], [0.0418, 0.0220, -0.0082], [-0.0272, -0.0203, -0.0226], [0.0181, -0.0353, 0.0239], [-0.0157, -0.0140, -0.0502], [-0.0471, 0.0158, 0.0024], [0.0281, -0.0337, 0.0330], [-0.0154, 0.0294, 0.0064], [-0.0137, 0.0240, -0.0027], [0.0358, 0.0293, 0.0273], [0.0088, -0.0190, -0.0073], [-0.0062, -0.0050, 0.0229], [-0.0159, -0.0120, 0.0055], [0.0823, 0.1123, 0.0324], [0.3429, -0.2273, 0.2252], [0.0377, -0.0273, -0.0936], [0.1983, 0.2840, -0.0921], [-0.1081, -0.3560, -0.3610], [0.0487, 0.0495, 0.3231], [-0.0010, -0.0329, -0.0024], [-0.0317, 0.0878, 0.0063], [-0.0506, 0.0009, -0.1349], [-0.0582, -0.0389, 0.2176], [-0.0611, 0.2825, 0.0544], [-0.0952, 0.0912, -0.0244], [0.1511, -0.1691, -0.2071], [-0.1091, -0.0706, 0.0059], [-0.0850, 0.0170, -0.0648], [0.0050, -0.1303, -0.0457], [-0.0670, -0.0371, 0.0636], [-0.0579, -0.1015, 0.0001], [-0.0559, 0.0409, 0.1498], [0.0309, 0.0729, 0.0718], [0.0467, 0.0313, 0.0140], [0.0075, -0.0205, -0.0078], [-0.0237, -0.0337, 0.0044], [0.0350, 0.0343, -0.0065]]
}

Number 2 is which compound?
C39H37AsN4OSSc

Number 1 is which compound?
C39H37AsBeF5NOS2

Number 1 is which compound?
C39H37AsBeF5NOS2